Here is C14H18ClN5O4S2 as an isolated structure in a non-equilibrium geometry from OMol25. Energies are from the ωB97M-V functional and the def2-TZVPD basis.

Output
- Frontier orbital gap: 8.75 eV
- Highest occupied orbital energy: -0.337 Ha
- LUMO energy: -0.431 eV

```
44
Properties=species:S:1:pos:R:3:mulliken_charge:R:1
O -1.206 1.030 2.715 -0.5505
O -3.343 -1.723 0.789 -0.5709
O 1.588 -2.894 -1.810 -0.6355
O -0.541 -1.559 -2.293 -0.6685
Cl -1.975 -4.513 1.124 -0.1941
N 5.510 0.609 -2.317 -0.4990
N 6.057 -0.539 -2.067 -0.2933
N 4.231 0.701 -1.777 -0.2637
S 2.853 -0.597 0.205 -0.1021
C -1.608 0.910 1.583 -0.7120
C -2.207 -1.970 0.500 -0.0892
C 4.129 -0.276 -0.969 0.6747
C -0.654 0.011 0.859 0.7109
C 0.440 0.608 0.044 -0.1002
N 5.241 -1.053 -1.070 0.5458
N -1.035 -1.318 0.751 0.2810
C 0.875 2.065 0.016 -1.9566
C 5.538 -2.214 -0.285 -0.8347
C -4.116 1.392 1.688 -1.9746
C -3.120 1.421 -0.577 -1.2322
C -2.687 3.319 0.944 -1.7195
C -2.831 1.755 0.963 2.2417
C -0.312 -2.301 0.158 -0.9437
C -1.666 -3.217 -0.064 0.4247
C 1.299 -0.339 -0.766 -0.1189
S 0.554 -1.890 -1.338 1.3196
H 0.582 2.461 -0.928 0.2959
H 0.388 2.616 0.801 0.4057
H 1.878 2.019 0.200 0.5454
H 6.276 -2.739 -0.801 0.3432
H 4.660 -2.874 -0.344 0.3382
H 5.799 -1.996 0.808 0.2487
H -4.347 0.370 1.599 0.3682
H -4.887 1.919 1.161 0.5339
H -4.054 1.734 2.696 0.4401
H -2.337 1.908 -1.243 0.2978
H -4.134 1.837 -0.961 0.3758
H -3.056 0.350 -0.776 0.2776
H -2.484 3.653 1.927 0.4243
H -1.848 3.552 0.159 0.3017
H -3.574 3.755 0.597 0.5157
H 0.394 -2.680 0.921 0.4092
H -1.834 -3.452 -1.070 0.4292
H 1.563 0.147 -1.749 0.7104
```